An isolated molecule of C24H30N2O5, computed with wB97M-V/def2-TZVPD.

Results
* SMILES: COc1cc([C@H]2C(=O)N(C3CCCC3)CC(=O)N2Cc2ccco2)ccc1OC(C)C
* LUMO: 0.73 eV
* E_HOMO: -8.1 eV
* DFT total energy: -1418.25443 Ha
* 2S+1: 1
* maximum force: 0.99 eV/A

Geometry as XYZ:
```
61
Properties=species:S:1:pos:R:3:forces:R:3
C -2.646437 -1.383340 3.296790 0.131 -0.067 0.195
O -3.309279 -0.973520 2.126893 -0.070 0.123 -0.432
C -2.579396 -0.812434 0.989156 -0.236 0.025 -0.038
C -1.215789 -1.021816 0.891398 -0.116 -0.054 0.049
C -0.547589 -0.824842 -0.315021 -0.211 -0.019 -0.161
C 0.948372 -1.052329 -0.436466 -0.036 0.114 -0.326
C 1.601976 0.164512 -1.107447 -0.110 -0.457 0.054
O 1.881470 0.180653 -2.289230 -0.015 -0.114 -0.380
N 1.823965 1.177897 -0.254092 0.078 0.173 -0.040
C 2.517801 2.370625 -0.701548 0.052 0.093 -0.267
C 1.687115 3.652333 -0.507180 0.121 0.062 -0.126
C 2.703485 4.711849 -0.087880 -0.105 -0.017 0.131
C 3.679468 3.934344 0.791125 0.126 0.068 -0.117
C 3.847439 2.606300 0.049999 0.011 0.046 0.110
C 1.431449 1.046903 1.130283 -0.075 -0.085 0.279
C 1.845258 -0.312500 1.687071 -0.081 0.526 0.091
O 2.335880 -0.455978 2.788435 0.091 0.060 0.279
N 1.593778 -1.318023 0.829163 0.000 -0.364 -0.169
C 2.049207 -2.667100 1.114977 0.407 0.055 0.092
C 3.062233 -3.104140 0.109912 -0.628 -0.725 -0.247
C 3.028958 -4.073750 -0.849700 -0.092 0.409 0.561
C 4.262215 -3.988065 -1.540811 0.439 0.376 0.109
C 4.944658 -2.968551 -0.955447 0.126 -0.619 -0.707
O 4.229018 -2.428610 0.042354 -0.121 0.381 0.450
C -1.263202 -0.420215 -1.425648 0.168 -0.077 0.171
C -2.632162 -0.210218 -1.342799 -0.272 0.042 0.088
C -3.310261 -0.397148 -0.149199 0.100 -0.083 0.205
O -4.635433 -0.203792 0.062475 0.125 -0.025 0.177
C -5.499534 0.112359 -1.019828 -0.421 0.020 -0.373
C -5.792445 -1.126443 -1.867016 0.269 0.268 0.225
C -6.776043 0.661162 -0.390249 0.466 -0.049 -0.073
H -1.877292 -0.665747 3.601921 -0.018 -0.031 -0.027
H -2.190693 -2.372231 3.178381 0.000 0.043 -0.006
H -3.415416 -1.433072 4.065937 0.090 -0.014 -0.018
H -0.658030 -1.343099 1.756659 0.023 -0.023 0.120
H 1.126010 -1.908281 -1.097861 0.102 0.230 0.111
H 2.707576 2.195625 -1.763778 -0.035 0.056 0.212
H 1.147318 3.923979 -1.412364 -0.112 -0.040 0.004
H 0.956715 3.503987 0.288980 -0.067 0.004 0.049
H 2.240501 5.547933 0.433956 0.014 0.094 -0.053
H 3.223688 5.097205 -0.965719 0.030 0.072 -0.048
H 4.627002 4.453834 0.923650 0.023 0.020 0.109
H 3.242486 3.773643 1.778398 -0.012 0.004 0.066
H 4.077249 1.780243 0.722046 0.067 -0.071 -0.025
H 4.661861 2.682356 -0.669872 0.037 -0.038 -0.009
H 1.913997 1.820854 1.726029 -0.027 -0.141 -0.020
H 0.342210 1.148399 1.235009 0.134 0.057 0.108
H 2.486939 -2.630919 2.117920 -0.157 -0.091 -0.123
H 1.202664 -3.360133 1.103237 0.118 -0.011 0.015
H 2.232444 -4.765145 -1.035858 -0.230 -0.105 0.018
H 4.585811 -4.597741 -2.358698 0.145 -0.079 -0.179
H 5.909768 -2.545767 -1.151000 0.115 0.129 0.051
H -0.754314 -0.266762 -2.364410 0.068 0.035 -0.139
H -3.157052 0.106393 -2.229390 -0.119 0.021 -0.056
H -5.043618 0.895272 -1.643908 -0.018 -0.098 0.118
H -6.275517 -1.881139 -1.251236 -0.069 -0.076 0.059
H -6.451045 -0.866383 -2.691214 -0.064 0.010 -0.105
H -4.874239 -1.547808 -2.268960 0.034 -0.071 -0.080
H -7.488740 0.931968 -1.163920 -0.089 0.024 -0.075
H -6.548021 1.538546 0.208677 -0.022 0.095 0.051
H -7.216450 -0.092155 0.256922 -0.082 -0.095 0.060
```
Forces are in eV/Å.

These are the natural (NBO) partial charges, in e, on atoms 1 to 8: C -0.252; O -0.492; C 0.339; C -0.359; C 0.034; C -0.174; C 0.702; O -0.628

A structure of composition C24H30N2OPSW, computed with wB97M-V/def2-TZVPD.

Results
* <S²>: 2.070
* LUMO (alpha / beta): -11.28 / -10.67 eV
* E_HOMO (alpha / beta): -17.3 / -17.5 eV
* total charge: +3
* DFT total energy: -1922.85723 Ha
* 2S+1: 3
* maximum force: 3.27 eV/A

Geometry as XYZ:
```
60
Properties=species:S:1:pos:R:3:forces:R:3
W 13.782446 7.959042 8.072982 0.354 -0.628 0.866
C 11.701493 8.647617 10.101957 1.082 -0.992 0.594
N 12.715415 9.217663 9.155187 -1.542 -0.252 0.043
C 12.912695 10.539927 8.983711 1.440 1.529 -0.759
C 13.964072 10.871733 8.113029 -1.894 -0.761 1.357
C 14.585028 12.073218 7.736194 2.295 -1.632 -1.112
C 15.749671 11.687427 7.048114 0.192 -0.179 0.247
C 15.794731 10.249051 7.067087 -1.487 1.305 -0.513
N 14.674889 9.749746 7.615637 0.311 0.727 0.048
C 12.054892 7.159556 9.960660 -0.908 -0.762 -0.343
C 11.129648 6.253438 9.364221 1.254 1.732 0.489
C 11.525639 4.932276 9.144829 -0.601 0.325 -0.139
C 12.789919 4.426295 9.472227 0.209 0.073 -0.294
C 13.687520 5.296131 10.066214 0.578 0.026 -0.294
C 13.332350 6.676461 10.281640 1.347 -1.635 1.146
H 10.619640 8.774664 9.933323 0.571 0.468 -0.678
H 11.905402 9.021205 11.113785 0.032 -0.076 -0.155
H 12.357585 11.309824 9.544014 0.086 -0.516 -0.324
H 14.336693 13.061507 7.954231 -0.677 1.309 0.377
H 16.530699 12.335181 6.586207 -0.880 -0.625 0.576
H 16.446675 9.594708 6.551869 0.868 -0.382 -0.179
H 10.210525 6.793132 9.063608 0.225 -1.377 0.127
H 10.803065 4.306611 8.671765 -0.327 -0.587 -0.211
H 13.098215 3.389364 9.223750 -0.530 0.784 0.348
H 14.704551 4.897117 10.355241 -1.290 0.777 -0.137
H 13.981956 7.059346 11.092038 -0.337 0.907 -0.847
O 15.505896 6.985090 7.603357 0.535 -0.959 -0.694
S 16.192969 5.607287 7.001266 -0.992 0.686 1.106
C 17.561152 5.098290 8.126070 0.145 1.476 1.157
C 18.813172 5.094934 7.243051 -0.420 -1.645 -0.576
C 18.729680 6.159148 6.151522 0.309 0.577 0.773
C 17.264641 6.172767 5.667352 1.066 -1.226 0.274
H 17.385065 4.156892 8.672899 -0.353 0.212 -0.705
H 17.629147 5.885087 8.954138 -0.206 -0.663 -1.269
H 18.900148 4.124016 6.731536 -0.267 0.048 0.207
H 19.634007 5.059530 7.941841 0.651 0.677 -0.103
H 19.384793 5.942010 5.297910 -0.158 -0.018 0.324
H 19.061900 7.108809 6.580813 -0.325 0.155 -0.278
H 17.155873 5.367573 4.920715 -0.206 0.363 0.099
H 16.905223 7.097493 5.280826 -0.386 0.661 -0.316
C 12.403974 9.537603 5.262831 0.190 -1.704 0.138
P 12.180486 7.927466 6.104823 0.380 -0.233 0.036
C 12.697676 6.622263 5.003409 -0.102 -0.864 0.336
C 10.494885 7.549782 6.529394 0.134 -0.949 -0.084
C 9.733180 8.610407 6.922342 -2.325 1.925 1.262
C 8.386551 8.477041 7.350396 0.864 -1.716 -0.341
C 7.853117 7.170965 7.345150 -2.291 1.108 0.640
C 8.596851 6.098835 6.978069 2.455 -0.222 -1.873
C 9.939203 6.258934 6.535652 -1.570 1.006 0.462
H 12.099288 10.255004 5.966021 -0.370 1.291 0.874
H 11.776309 9.609407 4.381654 0.263 0.002 -0.346
H 13.491586 9.615563 5.144288 -0.366 0.190 -0.527
H 12.005779 6.502261 4.190858 -0.413 0.406 -0.632
H 12.673593 5.623989 5.463772 0.350 0.381 0.251
H 13.668341 6.858300 4.622542 0.700 -0.079 -0.355
H 10.114679 9.629443 6.909502 0.138 -0.122 -0.050
H 7.749590 9.285877 7.656970 0.148 0.436 -0.098
H 6.755771 6.934608 7.545269 1.575 0.842 -0.031
H 8.112318 5.179344 6.751156 -0.193 -0.806 0.381
H 10.429677 5.418783 6.128584 0.668 -0.797 -0.277
```
Forces are in eV/Å.

These are the natural (NBO) partial charges, in e, on atoms 1 to 8: W 1.705; C -0.265; N -0.604; C 0.168; C 0.018; C -0.102; C -0.246; C 0.116

A structure of composition C24H30N3O3PSSr, computed with wB97M-V/def2-TZVPD.

Results
* LUMO: -5.19 eV
* E_HOMO: -13.5 eV
* total charge: +2
* DFT total energy: -2092.38405 Ha
* 2S+1: 1
* maximum force: 2.85 eV/A

Geometry as XYZ:
```
63
Properties=species:S:1:pos:R:3:forces:R:3
Sr 0.405654 -0.340645 0.263151 -0.849 -1.382 -1.203
N -1.484893 -1.175700 -1.460237 -0.013 -0.450 -0.035
C -1.936690 -2.581678 -1.398699 0.106 0.463 -0.068
C -3.176241 -2.889707 -1.944505 -0.064 0.003 -0.025
C -3.622945 -4.199730 -1.982809 -0.029 -0.051 -0.008
C -2.813680 -5.218365 -1.494517 -0.025 0.050 -0.012
C -1.583296 -4.904287 -0.942883 0.077 -0.097 0.044
C -1.129230 -3.583416 -0.858184 -0.009 -0.040 0.010
P 0.458807 -3.194405 -0.026628 -0.080 -0.917 -0.277
C 1.586534 -4.526812 -0.512123 0.044 -0.040 -0.130
C 1.714565 -5.718185 0.197830 0.018 -0.091 0.075
C 2.575248 -6.711757 -0.254365 -0.022 0.057 -0.012
C 3.309315 -6.521651 -1.418388 -0.008 -0.029 0.019
C 3.189017 -5.335209 -2.130219 -0.022 0.008 0.019
C 2.335875 -4.340957 -1.675391 0.046 -0.037 -0.020
C 0.115752 -3.498149 1.741986 0.048 -0.002 0.093
C -1.035228 -4.102883 2.239940 -0.066 -0.008 0.059
C -1.190216 -4.295061 3.609012 0.044 0.023 -0.029
C -0.205225 -3.874180 4.494411 -0.005 -0.006 -0.015
C 0.942542 -3.258860 4.010126 -0.014 -0.001 -0.097
C 1.097557 -3.072662 2.641124 -0.100 -0.076 0.162
H -2.315279 -0.591658 -1.457296 -0.066 0.013 0.031
H -1.087843 -1.030917 -2.386890 0.018 -0.066 -0.067
H -3.786485 -2.098482 -2.370848 0.040 -0.060 0.032
H -4.589308 -4.426581 -2.417618 0.068 0.010 0.030
H -3.141811 -6.249894 -1.547510 0.045 0.080 0.014
H -0.953909 -5.704837 -0.566896 -0.017 0.068 -0.021
H 1.150275 -5.874664 1.110835 0.023 0.012 -0.026
H 2.672910 -7.635648 0.302697 -0.016 0.056 -0.017
H 3.979519 -7.297567 -1.770681 -0.055 0.058 0.040
H 3.764872 -5.182659 -3.034739 -0.033 -0.003 0.043
H 2.257997 -3.416992 -2.236857 -0.027 0.038 0.011
H -1.812031 -4.439358 1.564250 0.023 0.010 0.025
H -2.077023 -4.790513 3.986846 0.023 0.014 -0.038
H -0.324313 -4.038885 5.558987 0.003 0.006 -0.056
H 1.720573 -2.944646 4.696482 -0.032 -0.015 -0.066
H 2.013964 -2.626069 2.274036 0.122 0.048 -0.072
C 4.211418 2.178819 1.763736 -0.292 0.206 -0.049
O 2.912803 2.814427 1.494803 0.644 -0.018 0.234
C 2.024811 2.101805 0.887006 -0.246 -0.556 -0.372
O 2.179202 0.921724 0.501112 1.492 2.360 0.574
N 0.846379 2.780788 0.740980 0.203 -0.180 -0.059
N -0.140513 2.256637 -0.126038 0.254 0.342 0.132
H 4.810298 2.958099 2.212320 0.023 0.087 0.027
H 4.644992 1.840046 0.831404 0.020 -0.039 -0.087
H 4.070158 1.355793 2.453432 -0.035 -0.088 0.045
H 0.859668 3.773446 0.929243 0.027 0.048 -0.008
H -0.048321 2.704331 -1.033487 -0.096 0.022 -0.093
H -1.046190 2.510764 0.256283 -0.024 -0.029 0.003
O -1.094554 -0.485575 1.864424 -1.630 0.635 1.540
S -2.138439 0.399792 2.600583 0.433 -0.119 -0.386
C -1.938009 0.099143 4.365346 0.095 -0.137 0.089
C -2.877264 -1.047682 4.728996 0.017 0.055 -0.016
C -4.157878 -0.773736 3.943313 0.084 -0.003 -0.120
C -3.701211 -0.507088 2.503223 -0.044 -0.202 0.036
H -2.207929 1.032177 4.865089 -0.006 -0.024 -0.021
H -0.874641 -0.090636 4.509993 -0.008 -0.021 0.091
H -3.040320 -1.086929 5.805065 -0.031 0.027 -0.011
H -2.435690 -1.996727 4.421884 -0.003 0.004 -0.015
H -4.675864 0.099000 4.345681 0.011 0.003 -0.014
H -4.859924 -1.606306 3.970514 0.040 -0.013 -0.018
H -4.403612 0.056655 1.892008 -0.005 -0.021 0.031
H -3.405909 -1.424332 1.982630 -0.121 0.015 0.054
```
Forces are in eV/Å.

These are the natural (NBO) partial charges, in e, on atoms 1 to 8: Sr 1.813; N -0.924; C 0.138; C -0.236; C -0.162; C -0.218; C -0.112; C -0.389